Record 1
Below is a structure of composition C28H44BCl2F4N4O2Si3Ti at a distorted geometry, with properties calculated with ωB97M-V/def2-TZVPD.

Summary:
Energy above the lowest of the compared OMol25 structures with the same formula, charge and spin in kJ/mol: 23.8
Orbital gap in Ha: 0.3018
Total energy in Eh: -4525.7964
Charge: +1

Atoms and positions in Å:
1 Ti 0.781 -0.753 -1.103
2 C -2.311 -0.410 -1.730
3 Si -2.056 -1.826 -0.487
4 C -2.208 -3.364 -1.596
5 C -3.571 -1.843 0.643
6 C -0.377 -1.644 0.407
7 Si -0.317 -0.767 2.091
8 C 1.369 -0.801 2.963
9 C -1.516 -1.507 3.346
10 C -1.350 1.759 2.882
11 Si 0.462 -3.326 0.629
12 C 2.100 -3.536 1.537
13 C -0.638 -4.702 1.314
14 C 0.924 -3.697 -1.184
15 C 1.219 -4.977 -1.629
16 C 1.463 -5.213 -2.972
17 C 1.392 -4.141 -3.848
18 C 1.116 -2.885 -3.347
19 N 0.904 -2.647 -2.040
20 H -3.289 -0.517 -2.200
21 H -1.572 -0.452 -2.535
22 H -2.257 0.580 -1.276
23 H -3.264 -3.549 -1.801
24 H -1.801 -4.279 -1.164
25 H -1.715 -3.210 -2.558
26 H -4.474 -1.940 0.037
27 H -3.660 -0.926 1.230
28 H -3.548 -2.690 1.333
29 H 1.524 -1.697 3.564
30 H 1.428 0.050 3.647
31 H 2.200 -0.720 2.263
32 H -1.200 -2.521 3.600
33 H -2.547 -1.564 3.000
34 H -1.500 -0.925 4.270
35 H 0.253 1.390 1.664
36 H -1.163 1.419 3.908
37 H -0.991 2.791 2.832
38 H 1.983 -3.486 2.620
39 H 2.837 -2.792 1.239
40 H 2.505 -4.523 1.305
41 H -0.812 -4.540 2.380
42 H -0.143 -5.671 1.216
43 H -1.612 -4.769 0.829
44 H 1.236 -5.788 -0.913
45 H 1.685 -6.209 -3.334
46 H 1.553 -4.261 -4.909
47 H 1.061 -2.058 -4.034
48 Cl 5.714 4.163 -0.021
49 C 4.675 2.786 -0.047
50 C 5.172 1.538 0.281
51 C 4.314 0.460 0.233
52 Cl 4.915 -1.118 0.571
53 C 2.958 0.591 -0.109
54 O 2.204 -0.528 -0.124
55 C 2.473 1.869 -0.458
56 C 1.078 2.048 -1.087
57 O 0.287 0.936 -0.968
58 C 3.357 2.942 -0.431
59 H 6.209 1.398 0.549
60 H 1.243 2.294 -2.141
61 H 3.052 3.922 -0.753
62 C -0.477 5.504 -1.059
63 C 0.737 4.597 -0.925
64 N 0.310 3.240 -0.569
65 C -0.875 3.039 -0.031
66 N -0.633 0.951 1.893
67 C -2.861 1.740 2.658
68 C -3.363 2.276 1.310
69 C -3.000 3.725 0.986
70 N -1.679 3.981 0.392
71 C -1.320 5.387 0.201
72 H -1.070 5.209 -1.927
73 H -0.149 6.531 -1.205
74 H 1.400 4.989 -0.153
75 H 1.279 4.551 -1.870
76 H -1.156 2.007 0.123
77 H -3.320 2.319 3.465
78 H -3.211 0.711 2.766
79 H -4.453 2.250 1.340
80 H -3.067 1.609 0.498
81 H -3.061 4.324 1.900
82 H -3.738 4.128 0.287
83 H -0.767 5.742 1.075
84 H -2.233 5.972 0.120
85 F 2.555 -0.304 -2.714
86 B 1.829 0.239 -3.837
87 F 2.090 -0.456 -4.978
88 F 2.028 1.593 -3.940
89 F 0.456 -0.019 -3.383

=====

Record 2
Below is the molecule C3H8O, with properties calculated with ωB97M-V/def2-TZVPD.

Summary:
Energy above the lowest of the compared OMol25 structures with the same formula, charge and spin in kJ/mol: 59.8
SMILES: CCOC
Orbital gap in Ha: 0.3984
Total energy in Eh: -194.3132

Atoms and positions in Å:
1 C -1.428 0.167 0.287
2 C -0.442 -0.574 -0.613
3 O 0.794 -0.869 -0.004
4 C 1.628 0.236 0.255
5 H -2.391 0.240 -0.209
6 H -1.552 -0.375 1.221
7 H -1.073 1.168 0.513
8 H -0.278 0.006 -1.536
9 H -0.852 -1.550 -0.885
10 H 1.513 0.583 1.292
11 H 1.418 1.067 -0.428
12 H 2.660 -0.099 0.106

=====

Record 3
Below is a structure of composition C30H39HgN9O3P at a distorted geometry, with properties calculated with ωB97M-V/def2-TZVPD.

Summary:
Energy above the lowest of the compared OMol25 structures with the same formula, charge and spin in kJ/mol: 0.0
Multiplicity: 2
Orbital gap (spin up / spin down) in Ha: 0.1688 / 0.1706
Total energy in Eh: -2379.7812
Charge: -2
Expectation value of S²: 0.78

Atoms and positions in Å:
1 Hg 11.214 12.779 9.868
2 O 14.714 11.521 11.758
3 C 14.298 11.461 10.591
4 N 13.246 10.742 10.177
5 C 12.846 9.677 10.847
6 C 13.612 8.890 11.687
7 C 13.380 7.529 11.750
8 C 12.345 6.907 11.109
9 C 11.392 7.695 10.481
10 C 11.536 9.095 10.423
11 N 10.512 9.888 10.123
12 C 9.344 9.355 9.713
13 O 9.109 8.194 9.252
14 C 8.148 10.301 9.770
15 C 6.888 9.730 9.292
16 C 5.827 10.579 9.134
17 C 6.015 11.951 9.545
18 C 7.222 12.411 9.997
19 N 8.251 11.561 10.109
20 C 15.082 12.317 9.588
21 C 15.609 13.484 10.057
22 C 16.298 14.386 9.287
23 C 16.386 14.109 7.879
24 C 15.833 12.922 7.416
25 N 15.356 11.975 8.245
26 H 14.419 9.338 12.243
27 H 14.019 6.929 12.376
28 H 12.220 5.802 11.040
29 H 10.519 7.271 10.055
30 H 6.795 8.612 9.200
31 H 4.844 10.287 8.675
32 H 5.210 12.676 9.448
33 H 7.449 13.459 10.317
34 H 15.493 13.712 11.102
35 H 16.692 15.313 9.606
36 H 16.927 14.681 7.152
37 H 15.916 12.622 6.374
38 N 8.326 12.904 6.701
39 C 8.683 13.745 5.607
40 C 10.050 14.503 5.923
41 C 11.279 13.588 6.167
42 C 12.608 14.245 6.735
43 N 12.323 14.997 7.934
44 H 7.524 12.288 6.545
45 H 8.160 13.482 7.526
46 H 7.910 14.444 5.355
47 H 8.826 13.140 4.688
48 H 9.926 15.124 6.821
49 H 10.301 15.245 5.155
50 H 11.624 13.171 5.211
51 H 10.931 12.786 6.855
52 H 13.083 14.908 5.993
53 H 13.338 13.461 7.015
54 H 11.578 15.696 7.703
55 H 13.151 15.574 8.248
56 C 9.843 6.737 4.032
57 N 10.731 7.868 3.898
58 C 12.056 7.475 4.422
59 N 12.015 7.042 5.813
60 C 10.977 5.970 5.964
61 N 9.663 6.331 5.449
62 C 9.043 7.446 6.189
63 P 10.094 9.026 6.339
64 C 10.303 9.093 4.507
65 C 11.698 8.157 6.758
66 H 10.299 5.921 3.468
67 H 8.875 6.937 3.576
68 H 12.700 8.318 4.249
69 H 12.468 6.699 3.791
70 H 10.896 5.725 7.058
71 H 11.364 5.098 5.429
72 H 8.879 7.039 7.253
73 H 8.081 7.646 5.729
74 H 10.805 9.971 4.109
75 H 9.279 9.259 4.105
76 H 11.535 7.823 7.779
77 H 12.560 8.856 6.612
78 C 15.574 9.449 8.575
79 C 15.275 10.664 7.719
80 O 15.196 10.582 6.498
81 H 16.262 8.823 7.958
82 H 14.690 8.756 8.724
83 H 15.964 9.665 9.554

=====

Record 4
Below is the molecule C22H23NO10, with properties calculated with ωB97M-V/def2-TZVPD.

Summary:
Energy above the lowest of the compared OMol25 structures with the same formula, charge and spin in kJ/mol: 0.0
SMILES: COC(=O)c1ccc(C(=O)OC)c(NC(=O)COC(=O)c2ccc(OC)c(OC)c2OC)c1
Orbital gap in Ha: 0.3073
Total energy in Eh: -1659.3145

Atoms and positions in Å:
1 C 5.169 0.918 5.016
2 O 4.340 0.531 3.931
3 C 3.340 -0.303 4.222
4 O 3.125 -0.726 5.332
5 C 2.523 -0.655 3.027
6 C 1.473 -1.558 3.193
7 C 0.701 -1.911 2.110
8 C 0.945 -1.374 0.843
9 C 0.109 -1.799 -0.300
10 O 0.269 -1.437 -1.451
11 O -0.852 -2.657 0.044
12 C -1.639 -3.184 -1.021
13 C 2.005 -0.453 0.680
14 N 2.213 0.114 -0.562
15 C 3.075 1.100 -0.937
16 O 4.030 1.497 -0.316
17 C 2.673 1.687 -2.303
18 O 1.279 1.516 -2.505
19 C 0.488 2.263 -1.686
20 O 0.882 3.259 -1.138
21 C -0.798 1.589 -1.390
22 C -0.996 1.419 -0.018
23 C -1.994 0.618 0.484
24 C -2.848 -0.048 -0.394
25 O -3.830 -0.905 -0.006
26 C -3.936 -1.231 1.361
27 C -2.710 0.161 -1.771
28 O -3.510 -0.495 -2.680
29 C -4.876 -0.126 -2.672
30 C -1.696 0.992 -2.284
31 O -1.758 1.171 -3.617
32 C -0.911 2.090 -4.262
33 C 2.788 -0.108 1.782
34 H 4.577 1.415 5.788
35 H 5.910 1.597 4.604
36 H 5.651 0.042 5.455
37 H 1.290 -1.970 4.173
38 H -0.105 -2.618 2.224
39 H -2.012 -2.386 -1.663
40 H -2.462 -3.715 -0.551
41 H -1.037 -3.869 -1.621
42 H 1.541 -0.209 -1.267
43 H 2.954 2.744 -2.321
44 H 3.174 1.152 -3.112
45 H -0.316 1.912 0.659
46 H -2.087 0.496 1.550
47 H -4.734 -1.969 1.423
48 H -4.204 -0.358 1.964
49 H -3.006 -1.666 1.738
50 H -4.995 0.939 -2.894
51 H -5.348 -0.353 -1.713
52 H -5.344 -0.715 -3.459
53 H -0.808 3.017 -3.689
54 H -1.387 2.305 -5.219
55 H 0.079 1.662 -4.437
56 H 3.598 0.591 1.656

=====

Record 5
Below is a cluster of 2 separate species, C2H3N5O in total at a distorted geometry, with properties calculated with ωB97M-V/def2-TZVPD.

Summary:
Energy above the lowest of the compared OMol25 structures with the same formula, charge and spin in kJ/mol: 570.4
Orbital gap in Ha: 0.3557
Total energy in Eh: -426.8404

Atoms and positions in Å:
1 C -1.748 -0.058 -0.208
2 C 1.665 0.236 -0.012
3 H -2.453 -1.706 0.551
4 H 2.216 1.173 1.120
5 H 3.394 -0.479 -0.071
6 N -1.782 1.256 -0.407
7 N -0.442 1.579 -0.138
8 N 0.236 0.382 -0.102
9 N 2.338 -0.789 -0.458
10 N -0.565 -0.721 -0.187
11 O -2.859 -0.873 -0.088

=====

Record 6
Below is a structure of composition C24H23EuI2N7O4 at a distorted geometry, with properties calculated with ωB97M-V/def2-TZVPD.

Summary:
Energy above the lowest of the compared OMol25 structures with the same formula, charge and spin in kJ/mol: 54.1
Multiplicity: 7
Orbital gap (spin up / spin down) in Ha: 0.2712 / 0.2871
Total energy in Eh: -2918.2895
Charge: +1
Expectation value of S²: 12.01

Atoms and positions in Å:
1 Eu 0.081 0.340 -0.041
2 I -4.805 -5.097 -3.419
3 C -3.611 -3.822 -2.283
4 C -3.285 -4.158 -0.979
5 C -2.500 -3.286 -0.247
6 I -1.917 -3.844 1.688
7 C -2.048 -2.050 -0.751
8 O -1.364 -1.208 0.001
9 C -2.357 -1.767 -2.093
10 C -1.887 -0.484 -2.728
11 N -0.430 -0.253 -2.549
12 C 0.400 -1.306 -3.153
13 C 1.265 -2.051 -2.164
14 C 1.838 -3.260 -2.532
15 C 2.656 -3.923 -1.640
16 C 2.879 -3.363 -0.389
17 C 2.267 -2.166 -0.097
18 N 1.480 -1.508 -0.964
19 C -3.132 -2.648 -2.836
20 H -3.628 -5.086 -0.543
21 H -2.397 0.368 -2.286
22 H -2.133 -0.513 -3.789
23 H -0.217 0.629 -2.993
24 H 1.054 -0.877 -3.913
25 H -0.233 -2.035 -3.657
26 H 1.632 -3.673 -3.513
27 H 3.110 -4.869 -1.909
28 H 3.511 -3.846 0.345
29 H 2.412 -1.698 0.866
30 H -3.370 -2.403 -3.867
31 O -1.451 1.909 -0.741
32 C -0.821 2.641 0.072
33 O -0.446 2.237 1.204
34 C -0.474 4.071 -0.339
35 C -1.353 5.104 -0.045
36 C -1.012 6.394 -0.412
37 C 0.191 6.620 -1.060
38 C 1.000 5.529 -1.321
39 N 0.670 4.291 -0.967
40 H -2.289 4.894 0.462
41 H -1.683 7.216 -0.198
42 H 0.497 7.617 -1.351
43 H 1.948 5.642 -1.840
44 N 2.760 1.900 -1.667
45 C 1.624 1.918 -1.372
46 H 3.508 2.565 -1.792
47 C 0.901 0.015 6.013
48 N 1.008 -0.001 4.563
49 C 2.081 0.616 3.794
50 C 1.568 0.393 2.389
51 O 2.110 0.739 1.333
52 N 0.389 -0.252 2.417
53 C 0.078 -0.439 3.708
54 N -1.067 -0.993 4.074
55 H 1.880 0.230 6.430
56 H 0.590 -0.961 6.389
57 H 0.199 0.777 6.358
58 H 3.041 0.124 3.949
59 H 2.191 1.680 4.006
60 H -1.645 -1.392 3.346
61 H -1.262 -1.227 5.031

=====

Record 7
Below is a structure of composition C30H53BBrClFIN9O3P3S2 at a distorted geometry, with properties calculated with ωB97M-V/def2-TZVPD.

Summary:
Orbital gap in Ha: 0.2751
Total energy in Eh: -7170.2679

Atoms and positions in Å:
1 C 0.254 -4.872 9.149
2 C -0.142 -4.403 8.119
3 C -0.352 -3.488 7.019
4 C -1.555 -2.818 6.859
5 C -1.813 -1.904 5.838
6 B -3.243 -1.209 5.785
7 O -3.983 -1.258 6.987
8 N -3.804 -0.528 4.641
9 C -4.455 -1.475 3.718
10 C -4.816 0.471 5.015
11 C -0.752 -1.655 4.931
12 C 0.469 -2.332 5.100
13 C 0.695 -3.252 6.123
14 C 2.047 -3.924 6.250
15 C 1.986 -5.382 5.782
16 F 1.436 -5.451 4.513
17 S 1.749 -1.919 3.922
18 C 1.474 -0.163 3.797
19 C 2.538 0.728 3.739
20 S 4.157 -0.013 3.788
21 C 2.238 2.108 3.679
22 P 3.628 3.329 3.665
23 N 3.302 4.511 4.663
24 C 0.911 2.523 3.663
25 Cl 0.492 4.203 3.615
26 C -0.133 1.598 3.711
27 Br -1.950 2.136 3.674
28 C 0.134 0.232 3.785
29 N -0.909 -0.726 3.852
30 I -1.208 -1.640 2.022
31 H 0.379 -5.259 10.136
32 H -2.353 -2.990 7.576
33 H -3.627 -0.567 7.561
34 H -3.752 -2.292 3.523
35 H -4.725 -0.985 2.778
36 H -5.353 -1.942 4.153
37 H -4.590 0.981 5.953
38 H -5.793 -0.025 5.131
39 H -4.957 1.221 4.226
40 H 2.832 -3.366 5.737
41 H 2.296 -3.912 7.320
42 H 1.389 -5.954 6.498
43 H 3.012 -5.766 5.756
44 H 4.981 0.861 3.183
45 H 3.864 3.729 2.331
46 H 4.792 2.672 4.107
47 H 4.036 4.494 5.368
48 O 1.008 -0.863 -1.754
49 P 1.643 -2.180 -2.131
50 N 3.182 -1.878 -1.404
51 C 4.457 -2.375 -1.868
52 C 3.121 -1.995 0.054
53 N 1.640 -1.848 -3.869
54 C 2.853 -1.548 -4.627
55 C 0.683 -0.799 -4.264
56 N 2.006 -3.901 -2.381
57 C 2.508 -4.500 -3.602
58 C 0.799 -4.670 -1.980
59 H 4.596 -3.453 -1.692
60 H 5.268 -1.851 -1.357
61 H 4.610 -2.175 -2.927
62 H 2.969 -3.036 0.376
63 H 2.296 -1.399 0.455
64 H 4.034 -1.623 0.522
65 H 3.448 -0.747 -4.169
66 H 2.596 -1.230 -5.639
67 H 3.491 -2.414 -4.792
68 H 1.076 0.197 -4.026
69 H -0.277 -0.913 -3.767
70 H 0.499 -0.825 -5.339
71 H 1.865 -4.329 -4.472
72 H 2.579 -5.581 -3.452
73 H 3.529 -4.193 -3.815
74 H -0.046 -4.469 -2.651
75 H 0.499 -4.400 -0.962
76 H 0.991 -5.743 -1.981
77 O -0.305 2.592 -5.935
78 P -1.184 3.718 -5.454
79 N -2.394 2.776 -4.673
80 C -3.790 3.122 -4.536
81 C -1.908 2.217 -3.411
82 N -1.682 4.232 -7.076
83 C -3.035 4.040 -7.589
84 C -0.798 3.739 -8.146
85 N -1.714 5.240 -4.721
86 C -2.591 6.221 -5.330
87 C -0.496 5.960 -4.265
88 H -3.970 3.932 -3.813
89 H -4.357 2.250 -4.201
90 H -4.236 3.402 -5.489
91 H -1.764 2.998 -2.650
92 H -0.951 1.713 -3.556
93 H -2.594 1.472 -3.007
94 H -3.385 3.004 -7.480
95 H -3.077 4.292 -8.650
96 H -3.770 4.710 -7.145
97 H -0.999 2.684 -8.371
98 H 0.252 3.835 -7.885
99 H -0.963 4.306 -9.064
100 H -2.222 6.607 -6.285
101 H -2.688 7.070 -4.647
102 H -3.607 5.847 -5.436
103 H 0.128 6.269 -5.113
104 H 0.105 5.314 -3.616
105 H -0.751 6.847 -3.684

=====

Record 8
Below is a cluster of 2 separate species, C9H15N5 in total at a distorted geometry, with properties calculated with ωB97M-V/def2-TZVPD.

Summary:
Energy above the lowest of the compared OMol25 structures with the same formula, charge and spin in kJ/mol: 158.4
Orbital gap (spin up / spin down) in Ha: 0.1971 / 0.1971
Total energy in Eh: -625.0129
Charge: +2

Atoms and positions in Å:
1 C -1.944 -1.214 -1.402
2 C -3.321 -1.437 0.531
3 C -1.267 -0.063 -0.768
4 C -1.950 0.412 0.423
5 C -0.512 2.277 0.555
6 C -0.154 0.679 -1.265
7 C 0.799 0.292 -2.358
8 C 2.719 -0.593 0.108
9 C 1.417 -0.694 2.247
10 N -2.968 -1.819 -0.765
11 N -2.951 -0.240 0.977
12 N 0.095 1.928 -0.612
13 N -1.503 1.538 0.997
14 N 1.483 -0.725 0.799
15 H -1.790 -1.555 -2.407
16 H -3.984 -2.005 1.159
17 H -0.412 3.302 0.880
18 H 0.300 -0.020 -3.263
19 H 1.408 -0.655 -2.061
20 H 1.486 1.093 -2.640
21 H 3.012 -1.504 -0.298
22 H 2.597 0.137 -0.696
23 H 3.549 -0.391 0.855
24 H 1.788 0.248 2.546
25 H 0.298 -0.611 2.584
26 H 1.919 -1.490 2.676
27 H 0.860 2.520 -1.019
28 H -1.868 1.894 1.924
29 H 0.892 -1.302 0.292